[1]
Below is C16H18N4O7S4SbV as an isolated structure at a distorted geometry, with properties calculated with the ωB97M-V functional and the def2-TZVPD basis.

Summary:
LUMO level (spin up / spin down), eV: 3.51 / 3.51
E_HOMO (spin up / spin down), eV: -1.47 / -1.55
ΔE to the lowest compared entry with this formula, charge and spin, kJ/mol: 122.4
HOMO-LUMO gap (spin up / spin down), hartree: 0.1827 / 0.1858

ORCA input file:
```
! RIJCOSX wB97M-V def2-TZVPD def2/J DEFGRID3
* xyz -2 3
V -1.321 0.272 -1.570
O -3.784 5.570 0.430
C -3.360 4.537 -0.114
C -4.108 3.201 -0.109
O -5.157 2.978 0.519
C -3.115 2.312 -0.767
C -1.860 2.927 -0.941
O -0.927 2.249 -1.511
C -1.902 4.341 -0.496
O -1.101 5.258 -0.419
O -3.216 1.123 -1.179
S -0.502 -5.910 -3.212
Sb -0.239 -4.018 -4.388
S -2.204 -1.561 -2.663
S -1.850 0.136 -3.855
S 1.991 -3.528 -4.179
C 0.926 -2.682 -0.407
N 1.929 -1.602 -0.484
C 3.105 -1.658 0.394
C 1.740 -0.576 -1.288
O 0.625 -0.209 -1.707
N 2.851 0.212 -1.530
C 4.128 -0.336 -1.907
C 2.626 1.477 -2.203
H 0.466 -2.708 0.607
H 1.366 -3.617 -0.755
H 0.172 -2.432 -1.143
H 2.773 -2.040 1.334
H 3.442 -0.644 0.554
H 3.889 -2.306 -0.033
H 4.072 -1.404 -1.797
H 4.977 0.121 -1.334
H 4.324 -0.155 -2.966
H 1.721 1.953 -1.842
H 2.560 1.319 -3.301
H 3.503 2.122 -2.082
N -0.999 0.594 5.356
C -1.378 -0.613 4.860
O -1.742 -1.566 5.487
C -1.224 -0.648 3.303
C -0.227 0.153 2.732
C -0.287 0.186 1.340
N -1.167 -0.514 0.600
C -2.122 -1.192 1.211
C -2.163 -1.302 2.621
H -1.304 0.785 6.315
H -0.955 1.406 4.800
H 0.493 0.700 3.316
H 0.431 0.740 0.788
H -2.877 -1.636 0.553
H -3.015 -1.816 3.058
*
```

---

[2]
Below is C7H7NOS2 as an isolated structure at a distorted geometry, with properties calculated with the ωB97M-V functional and the def2-TZVPD basis.

Summary:
LUMO level, eV: 0.46
E_HOMO, eV: -9.05
ΔE to the lowest compared entry with this formula, charge and spin, kJ/mol: 91.9
HOMO-LUMO gap, hartree: 0.3496

ORCA input file:
```
! RIJCOSX wB97M-V def2-TZVPD def2/J DEFGRID3
* xyz 0 1
C 3.188 0.363 -0.118
C 1.851 1.040 -0.169
C 1.344 -0.436 -0.507
C -1.324 -0.544 0.172
C -2.462 -1.186 -0.388
C -3.599 -0.386 -0.603
C -3.312 0.928 -0.317
H 1.734 1.851 -0.913
H 1.541 1.310 0.931
H 0.969 -0.605 -1.619
H 3.005 -1.898 -0.302
H -2.474 -2.254 -0.622
H -4.575 -0.708 -0.912
H -3.708 2.022 -0.521
N 2.675 -0.868 -0.403
O 4.352 0.737 -0.130
S 0.254 -1.029 0.799
S -1.763 1.141 0.413
*
```

---

[3]
Below is C43H58Cl2FeN3O4SSi2Te2 as an isolated structure at a distorted geometry, with properties calculated with the ωB97M-V functional and the def2-TZVPD basis.

Summary:
LUMO level (spin up / spin down), eV: 3.70 / 3.70
E_HOMO (spin up / spin down), eV: 1.07 / -2.24
ΔE to the lowest compared entry with this formula, charge and spin, kJ/mol: 60.0
HOMO-LUMO gap (spin up / spin down), hartree: 0.0966 / 0.2181

ORCA input file:
```
! RIJCOSX wB97M-V def2-TZVPD def2/J DEFGRID3
* xyz -2 6
Fe -18.356 11.634 -1.858
C -19.288 9.411 2.279
C -20.795 9.730 2.291
C -21.478 9.977 0.927
C -22.933 10.496 1.281
C -23.895 10.882 0.126
C -21.681 8.715 0.089
O -22.277 7.734 0.533
N -21.359 8.862 -1.314
C -20.240 9.604 -1.772
O -19.735 9.409 -2.893
N -19.857 10.644 -0.943
C -20.626 11.003 0.140
O -20.493 12.144 0.576
H -18.861 9.380 3.272
H -18.712 10.084 1.617
H -19.141 8.414 1.803
H -20.885 10.725 2.828
H -21.296 9.020 2.929
H -22.788 11.320 1.979
H -23.395 9.695 1.900
H -23.379 11.560 -0.580
H -24.786 11.438 0.471
H -24.201 9.975 -0.338
H -21.572 8.073 -1.869
Te -15.586 11.015 -1.144
C -14.838 10.159 0.591
C -15.400 8.983 1.053
C -14.629 8.368 2.100
C -13.436 9.052 2.317
S -13.288 10.574 1.450
H -16.335 8.602 0.649
H -14.914 7.491 2.652
H -12.610 8.678 2.952
Cl -22.068 14.267 -3.160
C -23.681 14.417 -2.478
Cl -24.822 13.289 -3.287
H -23.948 15.448 -2.681
H -23.685 14.214 -1.412
C -15.103 22.954 -2.425
C -15.647 21.596 -2.641
C -15.776 20.651 -1.622
C -16.454 19.410 -1.825
C -16.710 18.384 -0.729
C -16.902 19.108 -3.177
Te -17.532 17.145 -3.736
N -18.477 13.254 -2.676
C -18.403 13.812 -3.863
O -17.677 14.806 -4.253
C -19.243 13.167 -4.970
C -19.904 13.889 -5.962
C -20.620 13.297 -6.956
C -20.754 11.895 -6.948
C -20.015 11.152 -6.025
C -19.301 11.763 -5.013
C -15.928 16.817 -5.207
C -16.316 16.345 -6.476
C -15.451 16.446 -7.551
C -14.121 16.890 -7.391
C -13.713 17.265 -6.136
C -14.527 17.176 -5.037
C -13.990 17.497 -3.663
C -16.870 20.059 -4.225
C -17.579 19.883 -5.532
C -16.284 21.267 -3.884
H -14.047 23.055 -2.790
H -15.105 23.141 -1.339
H -15.732 23.682 -2.947
H -15.417 20.837 -0.625
H -16.677 18.901 0.215
H -15.905 17.611 -0.684
H -17.658 17.884 -0.871
H -19.790 14.969 -5.898
H -21.057 13.908 -7.713
H -21.386 11.385 -7.694
H -19.974 10.081 -6.094
H -18.817 11.208 -4.235
H -17.288 15.896 -6.547
H -15.770 16.148 -8.556
H -13.479 16.990 -8.262
H -12.679 17.466 -5.980
H -13.006 17.036 -3.454
H -14.633 17.116 -2.825
H -13.867 18.587 -3.553
H -18.580 19.386 -5.459
H -17.011 19.205 -6.222
H -17.748 20.812 -6.070
H -16.196 22.008 -4.667
C -15.958 12.935 1.946
Si -15.519 14.088 0.516
C -14.330 15.500 1.019
C -17.158 14.830 -0.093
C -14.907 13.096 -1.012
Si -13.287 13.025 -2.023
C -12.359 11.397 -1.871
C -12.142 14.416 -1.417
C -13.690 13.390 -3.839
H -16.605 13.299 2.800
H -15.040 12.533 2.373
H -16.404 11.974 1.590
H -14.994 16.428 1.163
H -13.665 15.699 0.178
H -13.726 15.292 1.920
H -17.484 15.540 0.640
H -17.939 14.057 -0.007
H -17.227 15.273 -1.087
H -15.475 13.479 -1.876
H -12.190 11.037 -0.828
H -11.394 11.442 -2.430
H -12.921 10.591 -2.375
H -12.006 14.425 -0.343
H -12.414 15.485 -1.787
H -11.147 14.109 -1.861
H -14.519 14.139 -3.902
H -14.008 12.604 -4.534
H -12.739 13.818 -4.263
*
```

---

[4]
Below is C29H30F5N2O7S2Ti as an isolated structure at a distorted geometry, with properties calculated with the ωB97M-V functional and the def2-TZVPD basis.

Summary:
LUMO level (spin up / spin down), eV: 1.99 / 1.99
E_HOMO (spin up / spin down), eV: -1.98 / -5.44
ΔE to the lowest compared entry with this formula, charge and spin, kJ/mol: 108.4
HOMO-LUMO gap (spin up / spin down), hartree: 0.1459 / 0.2729

ORCA input file:
```
! RIJCOSX wB97M-V def2-TZVPD def2/J DEFGRID3
* xyz -1 3
Ti -0.013 -0.967 -0.346
N 1.873 -0.904 1.148
C 3.009 -1.581 0.517
C 2.494 -2.831 -0.186
O 3.273 -3.748 -0.471
N 1.182 -2.779 -0.388
C 0.555 -3.929 -0.989
C -0.945 -3.715 -0.919
O -1.752 -4.597 -1.139
O -1.278 -2.475 -0.640
H 2.160 -0.063 1.632
H 1.407 -1.527 1.796
H 3.804 -1.876 1.208
H 3.432 -0.917 -0.237
H 0.844 -4.869 -0.515
H 0.815 -4.041 -2.050
O -0.744 -0.682 1.518
S -1.820 -1.504 2.416
C -1.942 -0.192 3.701
C -1.521 1.235 3.349
C -0.027 1.516 3.483
C 0.296 2.983 3.203
S 0.773 3.302 1.466
O 0.188 2.206 0.649
C 2.533 2.968 1.596
C 3.081 2.056 0.710
C 4.456 1.842 0.733
C 5.260 2.538 1.621
C 4.699 3.470 2.488
C 3.333 3.696 2.470
C -3.324 -1.488 1.645
C -3.967 -0.278 1.245
C -5.178 -0.324 0.580
C -5.781 -1.536 0.255
C -5.120 -2.734 0.601
C -3.925 -2.719 1.268
H -1.341 -0.567 4.534
H -2.983 -0.217 4.023
H -2.066 1.900 4.032
H -1.824 1.492 2.335
H 0.499 0.864 2.786
H 0.311 1.276 4.496
H 1.096 3.367 3.835
H -0.583 3.611 3.366
H 2.445 1.525 0.010
H 4.890 1.131 0.043
H 6.329 2.365 1.632
H 5.328 4.025 3.172
H 2.900 4.438 3.131
H -3.489 0.673 1.432
H -5.655 0.610 0.297
H -6.725 -1.561 -0.275
H -5.548 -3.688 0.316
H -3.407 -3.645 1.487
F 2.490 0.146 -6.808
C 2.257 0.096 -5.486
C 2.970 0.899 -4.612
F 3.900 1.733 -5.096
C 2.725 0.851 -3.257
F 3.447 1.646 -2.448
C 1.751 0.009 -2.681
O 1.534 -0.017 -1.407
C 1.063 -0.791 -3.608
F 0.116 -1.633 -3.149
C 1.301 -0.753 -4.968
F 0.597 -1.539 -5.790
C -3.192 -0.569 -2.576
C -2.252 0.479 -2.071
C -2.343 1.887 -2.580
O -1.381 0.192 -1.250
H -4.219 -0.272 -2.352
H -2.962 -1.521 -2.099
H -3.104 -0.647 -3.664
H -3.356 2.157 -2.871
H -1.705 1.947 -3.469
H -1.947 2.565 -1.826
*
```

---

[5]
Below is a single C2H3Br2NO2 molecule at a distorted geometry, with properties calculated with the ωB97M-V functional and the def2-TZVPD basis.

Summary:
LUMO level, eV: -0.37
E_HOMO, eV: -10.76
ΔE to the lowest compared entry with this formula, charge and spin, kJ/mol: 80.9
HOMO-LUMO gap, hartree: 0.3817

ORCA input file:
```
! RIJCOSX wB97M-V def2-TZVPD def2/J DEFGRID3
* xyz 0 1
C -1.062 -0.091 -0.563
C 0.443 0.046 -0.324
N 0.680 0.041 1.167
O -0.179 0.503 1.865
O 1.767 -0.328 1.488
Br 1.265 -1.532 -0.924
Br 1.202 1.710 -0.905
H -1.150 -0.245 -1.644
H -1.355 -1.016 0.031
H -1.612 0.911 -0.190
*
```

---

[6]
Below is C55H53FN4O3P2Re as an isolated structure at a distorted geometry, with properties calculated with the ωB97M-V functional and the def2-TZVPD basis.

Summary:
LUMO level (spin up / spin down), eV: -7.08 / -6.87
E_HOMO (spin up / spin down), eV: -12.40 / -12.39
ΔE to the lowest compared entry with this formula, charge and spin, kJ/mol: 250.2
HOMO-LUMO gap (spin up / spin down), hartree: 0.1952 / 0.2031

ORCA input file:
```
! RIJCOSX wB97M-V def2-TZVPD def2/J DEFGRID3
* xyz 2 2
Re -0.992 -0.135 -0.383
C -0.107 0.896 -3.720
N -0.939 -0.131 -3.116
C -0.522 -1.497 -3.429
C -2.333 0.056 -3.348
C -2.843 0.648 -4.491
C -4.212 0.795 -4.648
C -5.071 0.404 -3.632
C -4.575 -0.178 -2.481
C -3.202 -0.416 -2.341
N -2.634 -1.047 -1.240
C -3.323 -2.053 -0.608
C -4.423 -2.752 -1.138
C -5.079 -3.698 -0.378
C -4.658 -3.984 0.914
C -3.517 -3.377 1.415
C -2.842 -2.441 0.654
N -1.553 -1.872 1.040
C -0.598 -2.997 0.986
C -1.616 -1.350 2.419
H 0.131 0.671 -4.766
H 0.824 0.991 -3.167
H -0.617 1.856 -3.667
H -0.320 -1.606 -4.500
H -1.315 -2.190 -3.155
H 0.370 -1.762 -2.863
H -2.179 0.979 -5.273
H -4.600 1.227 -5.557
H -6.133 0.553 -3.738
H -5.242 -0.431 -1.671
H -4.741 -2.564 -2.150
H -5.930 -4.215 -0.795
H -5.192 -4.705 1.511
H -3.174 -3.654 2.400
H -0.933 -3.825 1.615
H 0.380 -2.674 1.332
H -0.522 -3.349 -0.042
H -1.636 -2.163 3.148
H -2.515 -0.749 2.537
H -0.746 -0.726 2.626
C -0.262 6.220 3.124
C -1.763 5.947 3.045
C -2.380 5.930 4.441
C -3.874 5.669 4.344
C -4.097 4.364 3.649
C -5.220 3.610 3.906
C -5.416 2.396 3.253
F -6.516 1.688 3.516
C -4.496 1.908 2.358
C -3.350 2.662 2.074
C -2.388 2.144 1.112
O -2.515 0.948 0.720
C -1.403 3.074 0.695
C -1.295 4.287 1.341
N -2.047 4.669 2.367
C -3.147 3.908 2.710
C -0.459 2.874 -0.470
O 0.064 3.852 -0.961
O -0.211 1.674 -0.883
H -0.088 7.037 3.820
H 0.161 6.521 2.172
H 0.270 5.344 3.487
H -2.240 6.739 2.456
H -2.196 6.888 4.924
H -1.900 5.156 5.043
H -4.350 6.473 3.777
H -4.336 5.652 5.331
H -5.959 3.959 4.612
H -4.655 0.970 1.850
H -0.536 4.967 0.984
C 2.592 -1.702 0.386
P 1.607 -0.272 -0.264
C 2.872 0.264 -1.482
C 4.003 0.945 -1.032
C 5.039 1.233 -1.901
C 4.976 0.836 -3.226
C 3.875 0.128 -3.673
C 2.838 -0.167 -2.805
C 1.802 0.925 1.120
C 1.633 0.523 2.443
C 1.736 1.436 3.478
C 1.995 2.770 3.208
C 2.138 3.185 1.894
C 2.039 2.275 0.857
P 2.367 -3.314 -0.543
C 3.404 -3.116 -2.043
C 4.753 -2.778 -1.976
C 5.511 -2.761 -3.132
C 4.939 -3.088 -4.351
C 3.599 -3.433 -4.420
C 2.835 -3.452 -3.266
C 3.517 -4.376 0.399
C 3.941 -4.142 1.705
C 4.813 -5.026 2.315
C 5.249 -6.157 1.646
C 4.811 -6.409 0.354
C 3.942 -5.531 -0.261
H 2.287 -1.905 1.414
H 3.646 -1.408 0.388
H 4.089 1.251 0.000
H 5.899 1.772 -1.538
H 5.787 1.064 -3.898
H 3.821 -0.208 -4.696
H 2.019 -0.765 -3.165
H 1.438 -0.514 2.683
H 1.631 1.099 4.499
H 2.102 3.479 4.015
H 2.339 4.222 1.670
H 2.150 2.620 -0.161
H 5.212 -2.551 -1.025
H 6.560 -2.512 -3.075
H 5.545 -3.095 -5.244
H 3.156 -3.708 -5.364
H 1.795 -3.749 -3.306
H 3.621 -3.270 2.255
H 5.149 -4.830 3.322
H 5.926 -6.843 2.130
H 5.142 -7.292 -0.170
H 3.597 -5.722 -1.268
*
```

---

Among the records above, which one has the highest ΔE to the lowest compared entry with this formula, charge and spin?
C55H53FN4O3P2Re

---

Which of these has the lowest ΔE to the lowest compared entry with this formula, charge and spin?
C43H58Cl2FeN3O4SSi2Te2